A structure of composition H9O4 at a distorted geometry. Source: OMol25; level of theory: ωB97M-V/def2-TZVPD.

Cartesian coordinates (Å):
O  -0.5062  -1.0044  0.3026
H  0.7408  -0.9997  0.2930
H  -0.6990  -0.7458  1.2083
H  -0.8628  -0.1479  -0.3841
O  -1.1547  1.0396  -1.4072
H  -1.1491  1.8922  -1.1632
H  -1.8102  0.6136  -2.0202
O  -0.5141  1.1334  1.4781
H  -0.6212  2.1073  1.4348
H  0.4792  1.0946  1.7773
O  1.7217  -1.6923  -0.4112
H  1.8800  -1.2870  -1.3095
H  2.4955  -2.0037  0.2015

Results
Relative energy (zero: lowest compared OMol25 entry of this formula, charge and spin) in eV: 2.466
HOMO-LUMO gap in eV: 12.37
LUMO energy in eV: -3.79
Net charge: +1
Highest occupied orbital energy in eV: -16.1639
Multiplicity: 1

Results of the Löwdin charge analysis, in e, for atoms 1 through 6:
1. O -0.016
2. H 0.178
3. H 0.071
4. H 0.160
5. O 0.033
6. H 0.010

A cluster of 7 separate species, C13H29N3O21S4 in total at a distorted geometry. Source: OMol25; level of theory: ωB97M-V/def2-TZVPD.

Cartesian coordinates (Å):
C  8.1489  1.5812  2.4755
N  7.4961  0.6321  1.5578
O  7.0232  -0.3645  2.0576
O  7.4149  0.9603  0.3968
H  9.0782  1.7475  1.9306
H  8.5404  1.0612  3.3497
H  7.5589  2.3909  2.9050
C  -2.5583  2.0920  -4.9682
N  -1.3081  2.8723  -4.9227
O  -0.9948  3.4849  -5.9000
O  -0.6825  2.9274  -3.8694
H  -3.1645  2.2707  -5.8562
H  -3.1095  2.1800  -4.0320
H  -2.4104  1.0130  -4.9230
O  -3.8159  -6.8633  1.4292
S  -3.3826  -6.3708  0.1392
O  -4.2348  -6.6835  -0.9905
O  -3.0067  -4.8358  0.2313
C  -1.6030  -4.6005  0.4136
C  -0.9872  -5.7362  -0.5055
O  -1.8804  -6.8568  -0.1792
H  -1.1161  -3.7257  -0.0174
H  -1.3039  -4.6488  1.4607
H  0.0697  -5.9321  -0.3248
H  -1.2009  -5.5547  -1.5588
O  -8.1384  0.9574  3.2617
S  -6.7756  0.7643  3.6957
O  -6.2810  1.5225  4.8623
O  -6.5364  -0.7487  4.0818
C  -5.3292  -1.2942  3.4850
C  -4.6614  -0.1262  2.7144
O  -5.7106  0.7355  2.4146
H  -4.6028  -1.5892  4.2422
H  -5.3674  -2.1993  2.8789
H  -3.8902  -0.3144  1.9674
H  -4.1823  0.4171  3.5289
O  3.0544  -3.6304  -3.0647
S  2.5038  -3.5607  -4.4447
O  1.1370  -3.0554  -4.5724
O  3.6659  -2.9587  -5.5047
C  4.1861  -3.9461  -6.3649
C  3.9008  -5.2721  -5.5828
O  2.6365  -5.0251  -5.1543
H  3.4313  -3.7597  -7.1289
H  5.1990  -3.9064  -6.7656
H  4.6106  -5.4869  -4.7841
H  3.8958  -6.0698  -6.3256
O  -1.7324  4.4874  4.3119
S  -2.4020  5.7866  4.0546
O  -3.2968  6.3566  5.0665
O  -1.4247  6.9281  3.3752
C  -1.2083  6.6915  2.0050
C  -2.2957  5.7127  1.4981
O  -3.1438  5.6916  2.6543
H  -1.1204  7.6196  1.4402
H  -0.2456  6.1823  1.9619
H  -1.9009  4.7412  1.2010
H  -2.9051  6.0579  0.6629
C  2.5944  1.5468  2.4651
N  2.2896  1.8012  1.0134
C  1.4146  0.7610  0.4556
C  2.7082  2.8628  0.3430
O  3.1056  3.9020  0.8584
H  2.9395  0.5248  2.6216
H  1.7420  1.5551  3.1444
H  3.3914  2.1964  2.8269
H  0.6493  0.5384  1.1992
H  1.0310  0.9782  -0.5412
H  1.8636  -0.2305  0.3963
H  2.6299  2.8142  -0.7542

Results
Relative energy (zero: lowest compared OMol25 entry of this formula, charge and spin) in eV: 2.065
HOMO-LUMO gap in eV: 9.12
LUMO energy in eV: -0.38
Highest occupied orbital energy in eV: -9.5004
SMILES string: C[N+](=O)[O-].C[N+](=O)[O-].O=S1(=O)OCCO1.O=S1(=O)OCCO1.O=S1(=O)OCCO1.O=S1(=O)OCCO1.CN(C)C=O
Multiplicity: 1

Results of the Löwdin charge analysis, in e, for atoms 1 through 6:
1. C 0.027
2. N -0.464
3. O 0.064
4. O 0.074
5. H 0.100
6. H 0.091

The molecule C5H7NO2S at a distorted geometry. Source: OMol25; level of theory: ωB97M-V/def2-TZVPD.

Cartesian coordinates (Å):
C  2.2347  -0.2078  1.1409
C  1.3331  -0.4628  2.0189
C  2.0920  -0.2825  -0.4310
C  -0.1632  -0.9825  -0.4184
C  -2.0590  0.9210  -1.0557
N  1.0081  -0.6488  -0.9445
O  -0.4554  1.3205  0.8302
O  -2.0175  -0.5668  1.2268
S  -1.2022  0.1746  0.3738
H  3.2318  0.3895  1.2534
H  0.4627  -1.0066  1.9654
H  2.9601  0.0468  -0.8993
H  -0.7130  -1.7057  -0.8961
H  -1.3572  1.4107  -1.6788
H  -2.4610  0.0729  -1.6539
H  -2.8940  1.5274  -0.8317

Results
Relative energy (zero: lowest compared OMol25 entry of this formula, charge and spin) in eV: 6.345
HOMO-LUMO gap (alpha / beta) in eV: 8.28 / 7.65
LUMO energy (alpha / beta) in eV: -1.03 / -0.74
Highest occupied orbital energy (alpha / beta) in eV: -9.3175 / -8.3864
Multiplicity: 1

Results of the Löwdin charge analysis, in e, for atoms 1 through 6:
1. C -0.164
2. C 0.144
3. C -0.079
4. C -0.217
5. C -0.128
6. N 0.036

The molecule C2H5NOS at a distorted geometry. Source: OMol25; level of theory: ωB97M-V/def2-TZVPD.

Cartesian coordinates (Å):
N  0.7421  1.9736  0.3806
C  0.5317  0.7502  -0.1071
O  0.4989  0.5049  -1.3127
C  0.2269  -0.3193  0.8160
S  -1.0115  -1.4445  0.0622
H  0.9157  2.1114  1.3574
H  1.1809  2.5607  -0.1982
H  1.2359  -0.8240  0.7897
H  -0.0224  -0.1170  1.8035
H  -0.8631  -1.0588  -1.1642

Results
Relative energy (zero: lowest compared OMol25 entry of this formula, charge and spin) in eV: 0.635
HOMO-LUMO gap in eV: 9.66
LUMO energy in eV: 0.68
Highest occupied orbital energy in eV: -8.9898
SMILES string: NC(=O)CS
Multiplicity: 1

Results of the Löwdin charge analysis, in e, for atoms 1 through 6:
1. N 0.203
2. C -0.658
3. O -0.010
4. C -0.455
5. S 0.744
6. H 0.115

A cluster of 5 separate species, C23H30N6O in total at a distorted geometry. Source: OMol25; level of theory: ωB97M-V/def2-TZVPD.

Cartesian coordinates (Å):
C  -3.5996  -5.3206  -0.2489
C  -3.3263  -4.7600  -1.7093
O  -3.2128  -3.3367  -1.6094
C  -1.8909  -2.8865  -1.7397
C  -0.9302  -3.2828  -0.5666
C  -0.9016  -2.2563  0.5492
N  -1.1232  -1.3745  1.2059
C  0.5437  -3.3261  -1.1804
C  0.7181  -4.6852  -1.8084
N  0.9413  -5.6670  -2.2977
H  -2.9565  -6.2122  -0.1035
H  -3.2070  -4.5497  0.4441
H  -4.6671  -5.5091  -0.0619
H  -4.2224  -5.0445  -2.3018
H  -2.4530  -5.2459  -2.1870
H  -1.3946  -3.1851  -2.6882
H  -1.9345  -1.7750  -1.7521
H  -1.1004  -4.2925  -0.1550
H  1.2944  -3.1332  -0.3955
H  0.5684  -2.5207  -1.9407
C  1.8885  -0.9966  1.9565
C  2.3918  -1.1114  3.2800
C  3.7472  -0.9162  3.2203
N  4.0841  -0.6923  1.9139
C  2.9582  -0.7343  1.1370
H  0.8576  -1.0941  1.6416
H  1.8231  -1.3131  4.1738
H  4.4989  -0.9178  3.9923
H  5.0151  -0.5219  1.5769
H  3.0151  -0.5751  0.0721
C  1.8525  4.3633  2.2860
C  1.7231  4.2082  3.6900
C  1.4903  2.8777  3.9330
N  1.4700  2.2266  2.7317
C  1.6945  3.1224  1.7235
H  2.0411  5.2795  1.7492
H  1.7934  4.9829  4.4369
H  1.3371  2.3409  4.8549
H  1.3146  1.2385  2.6076
H  1.7211  2.8009  0.6951
C  -6.0011  -0.1214  -3.3827
C  -5.2390  -1.1854  -2.8313
C  -5.1447  -0.9638  -1.4819
N  -5.8165  0.1949  -1.1987
C  -6.3453  0.7116  -2.3505
H  -6.2671  0.0162  -4.4185
H  -4.8095  -2.0187  -3.3629
H  -4.6592  -1.5270  -0.7029
H  -5.9076  0.6027  -0.2855
H  -6.9174  1.6246  -2.3357
C  4.9020  5.4282  0.1369
C  4.6889  6.6907  -0.4760
C  3.9859  6.4704  -1.6319
N  3.7703  5.1232  -1.7429
C  4.3212  4.4822  -0.6659
H  5.4209  5.2364  1.0621
H  5.0139  7.6514  -0.1100
H  3.6228  7.1526  -2.3828
H  3.2826  4.6748  -2.4973
H  4.2530  3.4116  -0.5659

Results
Relative energy (zero: lowest compared OMol25 entry of this formula, charge and spin) in eV: 4.790
HOMO-LUMO gap in eV: 8.16
LUMO energy in eV: 0.36
Highest occupied orbital energy in eV: -7.8043
SMILES string: CCOC[C@H](C#N)CC#N.c1cc[nH]c1.c1cc[nH]c1.c1cc[nH]c1.c1cc[nH]c1
Multiplicity: 1

Results of the Löwdin charge analysis, in e, for atoms 1 through 6:
1. C -0.058
2. C -0.220
3. O -0.181
4. C -0.189
5. C -0.235
6. C -0.172